Entry 1:
DFT (the ωB97M-V functional and the def2-TZVPD basis) results for 2 unconnected molecules or ions with the total composition C6H17NO.

Geometry (Å):
C1 0.2060 -2.1337 1.3099
C2 0.0495 -2.0818 -0.2177
C3 0.8073 -0.9155 -0.8897
C4 0.1067 0.4677 -0.7792
C5 0.6902 1.3515 -1.9060
N1 0.1894 0.9745 0.5945
C6 0.0680 2.3908 0.8472
H1 0.0034 -1.1273 1.6770
H2 1.2204 -2.4321 1.5652
H3 -0.6094 -2.7345 1.7086
H4 -0.9677 -2.0458 -0.5958
H5 0.5316 -2.9721 -0.6384
H6 0.8243 -1.1139 -1.9577
H7 1.8525 -0.8416 -0.5650
H8 -0.9332 0.2559 -1.0256
H9 0.7624 2.4001 -1.6226
H10 0.1268 1.2723 -2.8290
H11 1.7130 1.0475 -2.1328
H12 0.9919 0.5665 1.0482
H13 0.4608 2.6345 1.8243
H14 -0.9721 2.7085 0.7184
H15 0.5486 3.0839 0.1415
O1 -2.6297 -0.6394 1.2642
H16 -1.7967 -0.1650 1.4601
H17 -3.2441 0.0488 1.0003

Atomic forces in eV per Å
-1.074 0.779 -0.920
1.556 0.115 -0.459
-0.930 0.328 0.261
0.557 -0.602 -0.588
0.429 0.227 0.582
0.171 -0.221 -0.182
-0.417 0.626 -0.821
0.272 -0.149 0.312
-0.177 -0.235 0.291
0.474 -0.443 0.340
-0.278 -0.099 0.405
-0.356 -0.189 0.061
0.154 -0.153 -0.204
-0.060 0.015 0.103
-0.327 0.246 0.137
-0.242 0.038 -0.168
-0.210 -0.042 -0.049
0.090 -0.053 0.030
0.200 0.269 0.012
-0.255 -0.009 0.330
-0.174 -0.173 0.594
0.555 -0.390 0.041
0.491 0.207 0.183
-0.375 -0.169 -0.276
-0.073 0.077 -0.014

Values from the calculation:
ΔE to the lowest compared entry with this formula, charge and spin: 0.706 eV
Spin multiplicity: 1
Total charge: 0

For each atom in turn, the natural (NBO) charge in e is: number 1, C, carries -0.622; number 2, C, carries -0.396; number 3, C, carries -0.386; number 4, C, carries -0.050; number 5, C, carries -0.631; number 6, N, carries -0.657; number 7, C, carries -0.407; number 8, H, carries 0.199; number 9, H, carries 0.203; number 10, H, carries 0.225; number 11, H, carries 0.213; number 12, H, carries 0.194; number 13, H, carries 0.207; number 14, H, carries 0.189; number 15, H, carries 0.179; number 16, H, carries 0.206; number 17, H, carries 0.215; number 18, H, carries 0.202; number 19, H, carries 0.365; number 20, H, carries 0.207; number 21, H, carries 0.182; number 22, H, carries 0.167; number 23, O, carries -0.954; number 24, H, carries 0.485; number 25, H, carries 0.466

=====

Entry 2:
DFT (the ωB97M-V functional and the def2-TZVPD basis) results for 3 unconnected molecules or ions with the total composition C6H17NO.

Geometry (Å):
C1 2.2465 -1.2882 -0.4709
N1 -0.8354 -0.9501 -2.1830
C2 -1.5854 -0.0501 -1.3938
C3 -1.6251 -0.4691 0.0806
C4 -2.4038 0.3382 1.1091
C5 2.0263 -0.1327 0.4987
C6 1.7186 1.1852 -0.2527
H1 1.2950 -1.4957 -1.0243
H2 2.6423 -2.2303 -0.0939
H3 2.9344 -0.9846 -1.2705
H4 -2.6341 0.0437 -1.6793
H5 -1.2009 0.9821 -1.4446
H6 -0.6152 -0.7529 0.3526
H7 -2.1324 -1.5127 0.0420
H8 -2.2024 -0.1242 2.0725
H9 -1.8105 1.2380 1.1302
H10 -3.4340 0.4808 0.8057
H11 2.8533 0.0071 1.1953
H12 1.1905 -0.3505 1.1488
H13 1.3712 1.9141 0.4927
H14 0.7839 1.0043 -0.7788
H15 2.4998 1.6877 -0.7938
H16 0.0315 2.1355 2.2560
H17 -1.1824 -1.8626 -1.8566
O1 0.0681 1.1873 2.0581

Atomic forces in eV per Å
-0.071 0.325 -0.971
-0.970 0.911 1.164
1.358 1.590 -0.317
-1.358 -4.309 0.432
1.450 0.530 -1.323
0.508 0.109 -0.503
-1.091 -0.511 1.649
0.324 0.006 0.320
-0.188 0.079 0.445
-0.029 -0.004 0.043
-0.574 -0.513 -0.403
0.047 -0.334 -0.496
0.158 0.689 0.400
0.601 1.169 0.072
-0.413 -0.136 0.095
-0.516 0.765 0.384
-0.222 -0.068 0.354
0.272 -0.079 -0.162
-0.157 0.133 0.129
0.127 -0.061 0.230
0.327 0.173 -0.815
0.402 -0.369 -0.651
0.100 -0.119 0.036
0.090 -0.281 -0.371
-0.177 0.304 0.257

Values from the calculation:
ΔE to the lowest compared entry with this formula, charge and spin: 8.633 eV
Spin multiplicity: 1
Total charge: 0

For each atom in turn, the natural (NBO) charge in e is: number 1, C, carries -0.601; number 2, N, carries -0.207; number 3, C, carries -0.338; number 4, C, carries -0.358; number 5, C, carries -0.623; number 6, C, carries -0.409; number 7, C, carries -0.607; number 8, H, carries 0.188; number 9, H, carries 0.210; number 10, H, carries 0.204; number 11, H, carries 0.283; number 12, H, carries 0.217; number 13, H, carries 0.241; number 14, H, carries 0.172; number 15, H, carries 0.253; number 16, H, carries 0.259; number 17, H, carries 0.197; number 18, H, carries 0.205; number 19, H, carries 0.235; number 20, H, carries 0.243; number 21, H, carries 0.185; number 22, H, carries 0.206; number 23, H, carries 0.420; number 24, H, carries 0.318; number 25, O, carries -0.893

=====

Entry 3:
DFT (the ωB97M-V functional and the def2-TZVPD basis) results for a molecular structure, C6H17NO11S2Zn.

Geometry (Å):
Zn1 -20.3580 10.8904 20.4968
S1 -21.2133 7.7994 20.0097
O1 -21.4057 8.2220 18.6324
O2 -20.1602 6.8056 19.9060
O3 -20.6944 8.9748 20.7185
O4 -22.5071 7.2694 20.5294
S2 -17.6792 9.6103 19.8003
O5 -17.8125 9.4306 21.2734
O6 -18.8204 10.4979 19.4597
O7 -16.4339 10.2855 19.4073
O8 -17.8944 8.3438 19.1896
C1 -22.9559 11.9961 20.1749
C2 -22.9222 10.8406 19.1416
O9 -21.4408 10.7995 18.7324
O10 -22.1718 11.5045 21.2173
H1 -23.9705 12.2091 20.5114
H2 -22.6419 12.9455 19.7411
H3 -23.5223 11.2463 18.3271
H4 -23.2825 9.8620 19.4590
H5 -21.3797 9.9577 18.2748
H6 -22.7348 11.6875 21.9731
C3 -18.0354 12.9110 23.5763
C4 -19.2944 12.7120 22.4810
C5 -19.0876 13.4998 21.1194
O11 -19.9834 12.9336 20.1812
C6 -20.0244 13.5938 18.9192
N1 -19.4687 11.3035 22.2479
H7 -17.7207 11.9965 24.0791
H8 -18.3608 13.6366 24.3218
H9 -17.0924 13.2900 23.1822
H10 -20.1535 13.0790 23.0426
H11 -18.0508 13.4516 20.7866
H12 -19.4543 14.5233 21.1974
H13 -20.4397 14.5869 19.0904
H14 -20.7671 13.2003 18.2252
H15 -19.0255 13.6737 18.4903
H16 -18.5302 10.9336 22.1977
H17 -19.7826 11.0618 23.1770

Atomic forces in eV per Å
1.059 -2.716 -0.588
0.853 -3.063 -1.542
-1.803 1.904 -3.195
-0.267 -1.173 1.637
-0.787 1.123 2.637
0.334 0.800 0.761
0.353 -1.047 1.636
1.159 0.821 1.143
-0.448 2.428 -1.713
0.414 0.426 0.048
0.675 -1.278 -1.535
-0.968 -1.724 -1.672
1.942 2.130 -0.937
-4.117 2.344 0.456
-1.281 1.541 1.743
-0.308 -0.346 0.103
0.713 -0.067 -0.035
0.034 -0.474 -0.651
0.356 0.031 0.309
0.743 -2.292 0.121
0.801 -0.512 0.693
-1.119 0.683 -1.219
2.595 1.533 0.763
-0.896 -0.478 0.998
-0.371 0.233 -0.796
-0.116 0.738 0.502
-0.126 1.430 1.781
-0.606 -0.276 -0.134
0.004 -0.011 0.185
-0.173 0.141 -0.588
-0.255 0.303 -0.436
0.047 -0.144 -0.135
0.576 0.471 0.498
0.326 0.676 0.220
0.496 -1.033 0.299
-0.078 -0.232 -0.170
0.669 -1.601 -1.032
-0.432 -1.291 -0.153

Values from the calculation:
Spin multiplicity: 1
Total charge: -2

For each atom in turn, the natural (NBO) charge in e is: number 1, Zn, carries 1.728; number 2, S, carries 2.622; number 3, O, carries -1.154; number 4, O, carries -1.044; number 5, O, carries -1.190; number 6, O, carries -1.105; number 7, S, carries 2.622; number 8, O, carries -1.138; number 9, O, carries -1.240; number 10, O, carries -1.102; number 11, O, carries -1.023; number 12, C, carries -0.092; number 13, C, carries -0.105; number 14, O, carries -0.821; number 15, O, carries -0.744; number 16, H, carries 0.154; number 17, H, carries 0.162; number 18, H, carries 0.145; number 19, H, carries 0.256; number 20, H, carries 0.555; number 21, H, carries 0.491; number 22, C, carries -0.647; number 23, C, carries -0.029; number 24, C, carries -0.069; number 25, O, carries -0.599; number 26, C, carries -0.241; number 27, N, carries -0.915; number 28, H, carries 0.224; number 29, H, carries 0.182; number 30, H, carries 0.212; number 31, H, carries 0.163; number 32, H, carries 0.205; number 33, H, carries 0.156; number 34, H, carries 0.137; number 35, H, carries 0.221; number 36, H, carries 0.199; number 37, H, carries 0.455; number 38, H, carries 0.367

=====

For reference, gap between HOMO and LUMO by record: 9.76, 3.26, 3.80 eV.
For reference, HOMO level by record: -8.86, -7.83, -0.16 eV.